Formula: C4H6Cl3N2O2PdS5
Source: OMol25
Level of theory: wB97M-V/def2-TZVPD

```
23
Properties=species:S:1:pos:R:3:forces:R:3:lowdin_spin:R:1
Pd 0.8648 -1.6423 -0.0080 0.31 -0.20 -0.61 1.26
S 3.3071 -1.6933 -0.1995 -0.13 0.11 0.07 0.68
S 3.8941 -3.1966 -1.2773 0.20 0.01 0.03 0.42
S 2.2612 -4.0071 -2.4055 -0.10 -0.11 -0.12 0.42
S 0.5743 -3.6437 -1.5170 -0.03 0.08 0.09 0.64
Cl -1.5439 -1.6089 0.9855 -0.08 0.03 0.23 0.07
C -0.5272 -1.4329 2.5033 0.06 -0.19 -0.23 0.00
Cl 0.7067 -2.7518 2.4120 -0.15 0.00 0.22 0.07
Cl -1.4967 -1.5891 3.9027 -0.06 0.04 0.10 0.00
C 0.2049 -0.0506 2.3474 0.23 0.17 -0.09 0.01
O -0.0364 0.8314 3.1214 -0.10 -0.04 0.01 0.01
O 1.0002 -0.0074 1.3239 -0.08 0.00 0.32 0.11
C -1.0028 2.8435 0.0272 0.01 -0.01 0.00 0.00
N -0.2298 1.6969 -0.4292 -0.17 -0.01 -0.06 0.01
C -0.4504 1.0582 -1.5551 0.01 0.10 -0.14 0.03
N -1.3912 1.4966 -2.3936 0.02 -0.06 0.00 0.02
S 0.4833 -0.3173 -2.0668 -0.10 0.05 0.11 0.24
H -0.5532 3.2047 0.9468 -0.01 0.00 0.01 0.00
H -2.0390 2.5679 0.2348 0.00 0.00 -0.03 0.00
H -0.9708 3.6462 -0.7107 0.00 0.02 0.02 0.00
H 0.4334 1.2768 0.2161 0.15 -0.02 0.08 0.00
H -1.9434 2.3161 -2.2028 0.04 0.02 0.00 0.00
H -1.5451 1.0031 -3.2556 -0.02 0.00 -0.01 0.00
```
Positions in Å, forces in eV/Å.

Computed properties:
Net charge: +1
HOMO level (alpha / beta): -0.4439 / -0.4617 Ha
Expectation value of S²: 6.0169
LUMO level (alpha / beta): -4.00 / -6.79 eV
2S+1: 5
Kohn-Sham gap (alpha / beta): 8.1 / 5.8 eV


Formula: C28H23BaCl2N3O9S
Source: OMol25
Level of theory: wB97M-V/def2-TZVPD

```
67
Properties=species:S:1:pos:R:3:forces:R:3:mulliken_charge:R:1
Ba -0.9782 -0.0653 0.1126 3.86 -0.71 -1.70 2.21
O 1.3005 -1.5231 -0.2759 0.30 -0.37 -1.35 -0.23
C 1.2122 -2.9065 0.0518 -0.28 0.13 0.15 -0.89
C -0.1703 -3.4763 -0.2342 -0.16 0.33 0.23 -0.79
N -1.2221 -2.8190 0.5567 -0.31 -0.56 -0.21 0.73
C -2.5518 -3.0108 -0.0632 0.30 0.26 0.19 -0.67
C -2.6838 -2.3359 -1.4510 0.55 0.66 -0.57 0.36
O -3.5216 -2.7971 -2.2341 0.37 0.25 0.46 -0.81
O -1.8916 -1.3238 -1.6242 -1.81 -2.13 -1.39 -0.69
C -1.1530 -3.1524 1.9844 -0.11 0.15 -0.34 -1.19
C -0.5469 -2.0733 2.8950 0.18 0.87 0.06 0.43
O -0.1791 -2.4307 4.0291 -0.23 0.31 -0.67 -0.84
O -0.5498 -0.8819 2.3995 0.38 -1.48 1.48 -0.55
H 1.2616 -1.4547 -1.2753 0.21 -0.05 0.90 0.21
H 1.4500 -2.9988 1.1146 0.02 0.10 0.01 0.40
H 1.9461 -3.4812 -0.5102 0.17 -0.10 -0.12 0.48
H -0.1568 -4.5615 -0.0457 0.01 -0.10 0.01 0.27
H -0.3784 -3.3177 -1.2931 -0.06 -0.01 -0.01 0.50
H -3.3107 -2.5286 0.5685 0.17 -0.10 0.01 0.35
H -2.8257 -4.0606 -0.1776 -0.02 -0.26 0.05 0.30
H -0.6021 -4.0736 2.1579 0.08 -0.31 0.01 0.17
H -2.1598 -3.3023 2.3777 -0.11 -0.07 -0.05 0.50
O -3.2903 0.3643 0.6786 -1.19 1.44 0.78 -0.79
S -3.0826 1.6482 1.3852 -0.80 0.29 0.21 1.68
O -3.9014 2.7515 0.9391 -0.24 0.06 -0.08 -0.79
N -1.5479 1.9313 1.3441 -0.02 2.60 2.32 -0.69
C -0.8686 2.8016 2.2426 -0.28 -0.71 -0.97 -0.68
C -1.4151 3.6719 3.1644 0.14 0.20 0.11 -0.29
C -0.5954 4.4489 4.0356 -0.51 -0.22 -0.26 -0.77
C 0.7599 4.3812 3.9911 0.22 -0.18 -0.22 -0.89
C 1.3687 3.5161 3.0380 0.13 0.10 0.12 1.19
C 2.7751 3.3762 2.9298 -0.06 0.13 0.14 -0.77
C 3.3193 2.5226 2.0239 0.06 -0.14 -0.17 -0.87
C 2.4512 1.7865 1.1811 -0.21 -0.04 -0.08 -0.22
N 1.1495 1.8891 1.2358 -0.43 0.54 0.68 0.25
C 0.5791 2.7440 2.1693 0.15 -0.78 -0.72 0.30
C -3.5710 1.3312 3.0557 -0.04 -0.18 0.52 -0.11
C -2.7618 0.5312 3.8706 -0.05 0.18 -0.15 -0.05
C -3.1845 0.2634 5.1673 -0.06 0.04 -0.01 -0.80
C -4.3865 0.7866 5.6387 -0.01 0.06 -0.15 -0.35
C -5.1767 1.5887 4.8156 0.13 -0.08 0.04 -0.51
C -4.7710 1.8717 3.5153 0.23 -0.20 0.11 -0.45
H -2.4893 3.7855 3.2231 0.01 -0.03 0.01 0.45
H -1.0756 5.1090 4.7515 -0.04 -0.06 -0.06 0.37
H 1.3815 4.9651 4.6617 -0.01 -0.03 -0.04 0.33
H 3.4085 3.9593 3.5898 -0.01 0.01 0.03 0.37
H 4.3934 2.3957 1.9376 -0.10 0.01 0.00 0.37
H 2.8506 1.0881 0.4397 -0.13 0.17 0.18 0.51
H -1.8088 0.1270 3.4959 -0.42 0.17 0.11 0.39
H -2.5622 -0.3606 5.8021 -0.08 0.07 -0.05 0.46
H -4.7091 0.5709 6.6528 0.01 0.02 -0.07 0.36
H -6.1097 1.9973 5.1873 0.02 -0.02 0.01 0.36
H -5.3612 2.5012 2.8564 0.11 -0.10 0.07 0.46
Cl -0.9625 0.4768 -8.2414 0.16 -0.17 0.35 -0.30
C -0.2804 -0.2177 -6.7575 -0.04 -0.10 -0.20 0.18
C 0.0765 -1.5758 -6.7322 -0.04 -0.17 -0.21 -0.61
C 0.6210 -2.1192 -5.6068 -0.05 0.06 -0.04 0.33
Cl 1.0712 -3.8228 -5.6141 -0.11 0.49 0.01 -0.26
C 0.8682 -1.3619 -4.3831 0.41 -0.50 0.44 0.11
O 1.4406 -1.9103 -3.4159 -0.28 0.45 0.26 -0.86
C 0.4468 0.0202 -4.4590 0.07 0.60 0.46 1.27
C 0.5370 1.0453 -3.3935 0.07 -0.56 0.06 -0.30
O 0.8293 0.9793 -2.2081 -0.04 -0.57 -0.40 -0.61
C -0.0927 0.5441 -5.6425 -0.12 0.29 -0.13 -0.85
H -0.0789 -2.1962 -7.6080 0.01 0.05 0.05 0.39
H 0.2760 2.0463 -3.7820 -0.10 0.14 -0.14 0.23
H -0.3757 1.5947 -5.6553 0.02 -0.13 -0.04 0.26
```
Positions in Å, forces in eV/Å.

Computed properties:
Net charge: -2
HOMO level: -0.0957 Ha
LUMO level: 4.12 eV
Kohn-Sham gap: 6.7 eV


Formula: C2HClNO2
Source: OMol25
Level of theory: wB97M-V/def2-TZVPD

```
7
Properties=species:S:1:pos:R:3:forces:R:3:nbo_charge:R:1
O -1.7345 -0.0662 1.3086 -0.67 -0.32 0.61 -0.70
C -1.3013 0.1679 0.1995 1.71 1.04 -1.73 0.74
O -1.7258 0.7705 -0.8293 0.03 -0.78 1.09 -0.75
C 0.2408 -0.1878 -0.1084 2.30 -0.54 0.70 0.02
N 1.2682 0.0296 0.7169 -4.04 0.00 -1.72 -0.46
Cl 2.7285 -0.1113 -0.1375 1.50 -0.28 -0.37 0.01
H 0.5241 -0.6027 -1.1498 -0.82 0.89 1.43 0.15
```
Positions in Å, forces in eV/Å.

Computed properties:
Structure (SMILES): O=C([O-])/C=N/Cl
Net charge: -1
HOMO level: -0.1776 Ha
LUMO level: 3.58 eV
Kohn-Sham gap: 8.4 eV


Energy, record by record: -106537.329, -88886.811, -20197.911 eV